1 | 21
Properties=species:S:1:pos:R:3:lowdin_charge:R:1 method="wB97M-V/def2-TZVPD" homo_energy_ev=-7.53 lumo_ha=0.006 homo_lumo_gap_ev=7.70 charge=0
O 0.09943 0.61456 2.34678 -0.017
N 0.65786 2.27755 0.87580 0.086
N 1.84964 0.16624 0.61402 0.185
C -1.68578 -0.93066 0.40173 -0.114
C -0.93144 0.28955 -0.08094 -0.320
C -0.78690 0.36172 -1.59349 -0.124
C 0.41211 0.93611 1.21127 -0.628
C 1.54567 -0.81901 -0.09027 -0.125
C 1.59344 -2.04480 -0.54022 0.075
H 0.26408 2.92660 1.54302 0.094
H -1.81881 -0.90712 1.48500 0.070
H 1.67412 -2.24106 -1.59921 0.076
H -0.13020 1.17865 -1.90689 0.062
H -1.19086 -1.86036 0.11235 0.055
H -1.50669 1.16685 0.22679 0.099
H 0.67935 2.49071 -0.11089 0.074
H -2.70009 -0.95704 -0.01292 0.074
H -0.40396 -0.57296 -2.00965 0.053
H 1.37650 -2.85963 0.13787 0.089
H 2.76444 0.27629 1.06302 0.161
H -1.76190 0.50780 -2.07315 0.074


2 | 21
Properties=species:S:1:pos:R:3:lowdin_charge:R:1 method="wB97M-V/def2-TZVPD" homo_energy_ev=-8.20 lumo_ha=0.035 homo_lumo_gap_ev=9.17 charge=0 smiles="C=C[C@@](C)(O)N(C)N=C"
O 0.15439 1.08179 1.61075 0.012
N -0.80638 -0.20190 -0.05661 -0.080
N -1.24523 -1.48461 1.07381 0.056
C 1.17901 1.57573 -1.92520 -0.033
C 1.61527 -0.46181 0.58693 -0.003
C 0.36340 1.57573 -0.89364 -0.050
C -1.83306 -1.20082 2.14356 -0.096
C -0.80373 -0.88197 -1.34090 -0.101
C 0.34206 0.33767 0.48247 -0.606
H 0.17575 -1.24682 -1.66042 0.078
H 1.79437 0.72240 -2.18268 0.051
H -1.23901 -0.22654 -2.09452 0.083
H 1.27793 2.44130 -2.57214 0.052
H 2.40660 0.16842 0.98368 0.092
H -2.34877 -1.99546 2.69189 0.068
H -1.88387 -0.19041 2.57698 0.065
H 1.42025 -1.29318 1.26401 0.083
H -1.46194 -1.74283 -1.24259 0.074
H -0.29605 2.39458 -0.63245 0.082
H 1.91385 -0.85649 -0.38021 0.069
H -0.72483 1.48521 1.56730 0.103


1 ends up most stable, edging out the next structure by 49.8 kJ/mol.


1 | 21
Properties=species:S:1:pos:R:3:lowdin_charge:R:1 method="wB97M-V/def2-TZVPD" homo_energy_ev=-8.26 lumo_ha=0.019 homo_lumo_gap_ev=8.77 charge=0
S -1.22396 1.10345 1.73266 1.068
O 0.07544 0.73853 2.41714 -0.433
O -2.51846 0.16002 2.28043 -0.353
N -0.96760 0.00514 0.30628 -0.218
C 0.93995 -0.81534 -1.01692 0.004
C 0.79301 1.52981 -0.49261 -0.050
C 2.70568 0.79699 -1.73555 -0.129
C 0.21379 0.24060 -0.32583 -0.318
C -2.89157 -0.82877 1.35295 -0.257
C 2.03972 1.85524 -1.18335 -0.061
C 2.17119 -0.43049 -1.54372 -0.119
C -1.51491 -1.32820 0.75313 -0.177
H 3.50560 1.03819 -2.29398 0.067
H 2.67107 -1.25217 -1.97027 0.088
H -1.77488 -2.22823 -0.07745 0.179
H 2.18082 2.98218 -1.43406 0.137
H -3.56262 -0.45657 0.51132 0.144
H -3.11443 -1.70434 1.91789 0.104
H 0.35538 2.31520 0.15543 0.076
H 0.76651 -1.88482 -0.93576 0.100
H -0.84973 -1.83644 1.58229 0.147


2 | 21
Properties=species:S:1:pos:R:3:lowdin_charge:R:1 method="wB97M-V/def2-TZVPD" homo_energy_ev=-8.76 lumo_ha=0.024 homo_lumo_gap_ev=9.43 charge=0 smiles="CS(=O)(=O)N1Cc2ccccc21"
S 0.69847 1.34390 -1.63107 0.650
O 2.01307 1.82097 -1.30499 -0.299
O 0.72889 0.21696 -2.50111 -0.286
N -0.15232 0.88897 -0.21361 -0.147
C -0.01861 -2.59852 1.84753 -0.095
C 0.46327 1.11345 1.14499 -0.078
C -0.58238 -2.77717 0.53619 -0.083
C -0.68943 -1.74095 -0.37968 -0.020
C 0.43586 -0.34072 1.33399 -0.162
C 0.33175 -1.33897 2.29926 -0.049
C -0.52117 2.62817 -2.16097 -0.049
C -0.15119 -0.52536 0.05867 -0.215
H -1.24344 -1.81019 -1.35392 0.130
H -1.23926 1.97418 -2.44108 0.034
H -0.71591 3.11804 -1.28471 0.035
H 1.48804 1.49217 1.06531 0.122
H -0.06351 -3.55391 2.45485 0.117
H 0.54937 -1.19316 3.44114 0.143
H -0.33587 1.70486 1.60215 0.134
H 0.01002 3.27767 -2.69393 0.023
H -1.00565 -3.70038 0.18099 0.094


2 ends up most stable, edging out the next structure by 26.4 kJ/mol.


1 | 10
Properties=species:S:1:pos:R:3:lowdin_charge:R:1 method="wB97M-V/def2-TZVPD" homo_energy_ev=-9.40 lumo_ha=-0.015 homo_lumo_gap_ev=9.00 charge=0
O -0.86124 -0.47979 1.09060 -0.051
O 0.54124 0.02317 -2.21296 0.082
N 1.53004 0.68214 1.02421 0.130
N 1.09937 0.79042 -0.11353 0.028
C 0.45132 0.12214 -1.02218 -0.475
C -0.95941 -0.33193 -0.27328 -0.150
H -0.86522 0.37167 1.54354 0.097
H -1.71341 0.38608 -0.60178 0.124
H 1.92222 -0.24544 1.26656 0.089
H -1.14492 -1.31845 -0.70118 0.126


2 | 10
Properties=species:S:1:pos:R:3:lowdin_charge:R:1 method="wB97M-V/def2-TZVPD" homo_energy_ev=-10.06 lumo_ha=-0.002 homo_lumo_gap_ev=10.01 charge=0
O 0.31783 -0.14772 -1.44216 -0.074
O 2.29755 0.76153 0.36750 0.035
N 0.27605 -0.36844 -0.08614 -0.155
N -2.05053 -0.47232 -0.31844 0.110
C 1.10166 0.56904 0.62655 -0.265
C -1.15541 -0.14102 0.44233 -0.249
H 1.39299 -0.10382 -1.57466 0.201
H -1.23527 0.40850 1.42405 0.119
H -1.44090 -0.96646 -1.12956 0.125
H 0.49602 0.46071 1.69052 0.153


3 | 10
Properties=species:S:1:pos:R:3:lowdin_charge:R:1 method="wB97M-V/def2-TZVPD" homo_energy_ev=-10.25 lumo_ha=-0.030 homo_lumo_gap_ev=9.44 charge=0 smiles="C#C[N+](=O)[O-].N"
O 1.42324 1.06862 -1.21222 0.109
O 2.71518 -0.48463 -2.03208 0.098
N 1.73947 -0.09386 -1.40370 -0.415
N -1.45780 1.09768 1.17332 -0.023
C 0.93099 -1.04685 -0.90954 -0.068
C 0.19421 -1.74796 -0.29316 0.202
H -1.11335 1.09607 2.16460 0.022
H -2.29781 0.45002 1.20567 0.027
H -1.80067 2.03537 0.94427 0.005
H -0.33345 -2.37446 0.36283 0.044


1 ends up most stable, edging out the next structure by 118.8 kJ/mol.